Record 1
The following is a quantum chemistry calculation of a 2-piece molecular cluster, C4H12 overall, from OMol25.

Properties
**Charge**: 0
**SMILES**: CC.CC
**Energy relative to the best compared isomer or geometry (same formula, charge and spin)**: 0.941 eV
**Strongest force on any atom**: 4.5 eV/A
**HOMO-LUMO gap**: 12.45 eV
**DFT total energy**: -159.550393 hartree

XYZ file:
```
16
Properties=species:S:1:pos:R:3:forces:R:3
C -0.1081 -1.7740 -0.1901 -3.212 -1.731 -2.657
C 0.3793 -2.9995 -1.0030 3.622 0.404 1.450
H 0.4513 -1.6740 0.6438 2.045 0.712 2.493
H -0.2575 -0.8567 -0.7133 0.462 0.546 -0.615
H -1.1254 -1.9862 0.1698 0.129 -0.125 0.096
H -0.2616 -3.6988 -1.4723 -1.230 -0.137 -0.387
H 0.9298 -3.5855 -0.1887 -0.637 0.241 -1.275
H 1.2153 -2.7619 -1.7433 -1.167 -0.056 0.855
C 0.1803 1.8978 0.1785 2.156 -1.322 -1.129
C -0.5240 2.9562 0.9756 -0.117 -0.250 1.850
H -0.4124 1.0625 -0.1806 -0.517 0.219 0.075
H 0.6587 2.3190 -0.7263 -0.475 0.107 0.203
H 1.1079 1.3491 0.6064 -1.618 1.159 0.263
H 0.2419 3.6261 1.4015 -0.598 -0.136 0.131
H -1.2199 2.5735 1.7650 1.183 -0.147 -0.063
H -1.2556 3.5524 0.4769 -0.027 0.515 -1.290
```
Positions in Å, forces in eV/Å.

Record 2
The following is a quantum chemistry calculation of a 2-piece molecular cluster, C4H12 overall, from OMol25.

Properties
**Charge**: 0
**SMILES**: CC.CC
**Energy relative to the best compared isomer or geometry (same formula, charge and spin)**: 0.916 eV
**Strongest force on any atom**: 3.8 eV/A
**HOMO-LUMO gap**: 12.60 eV
**DFT total energy**: -159.551299 hartree

XYZ file:
```
16
Properties=species:S:1:pos:R:3:forces:R:3
C -1.8619 -1.0490 -1.3684 1.146 -0.220 0.114
C -1.8498 0.3639 -0.7992 0.662 0.332 -0.950
H -1.5684 -1.0811 -2.4283 -0.246 0.099 0.279
H -1.0928 -1.6374 -0.8253 -0.523 0.067 -0.371
H -2.8138 -1.5432 -1.2661 -0.318 -0.188 0.124
H -1.4326 0.4127 0.1755 -0.338 -0.328 1.404
H -2.8034 0.8770 -0.8537 -0.037 0.094 0.031
H -1.0755 0.9609 -1.2869 -0.336 0.145 -0.622
C 1.8573 0.7592 1.7322 -0.167 -1.415 0.364
C 1.7907 -0.0337 0.3861 2.155 -0.879 2.982
H 2.8636 1.0983 2.1066 -0.897 0.783 -1.489
H 0.9940 1.4324 1.6835 0.729 0.481 0.823
H 1.7687 0.0493 2.5591 -1.077 -0.174 -0.002
H 2.0812 0.6537 -0.3529 -0.333 0.326 -1.674
H 0.9682 -0.7264 0.3069 -0.991 0.790 -0.468
H 2.5758 -0.7817 0.5105 0.571 0.085 -0.543
```
Positions in Å, forces in eV/Å.

Record 3
The following is a quantum chemistry calculation of a 2-piece molecular cluster, C4H12 overall, from OMol25.

Properties
**Charge**: 0
**SMILES**: CC.CC
**Energy relative to the best compared isomer or geometry (same formula, charge and spin)**: 1.948 eV
**Strongest force on any atom**: 5.6 eV/A
**HOMO-LUMO gap**: 12.04 eV
**DFT total energy**: -159.513397 hartree

XYZ file:
```
16
Properties=species:S:1:pos:R:3:forces:R:3
C 2.3222 0.1260 -0.2735 -4.013 1.964 -3.376
C 1.5760 1.4061 0.1535 -2.789 0.958 0.557
H 3.3127 0.1553 -0.0455 2.867 0.206 0.457
H 1.8678 -0.7425 0.1818 -0.228 -0.250 -0.262
H 2.1144 0.2480 -1.4117 0.958 -1.471 1.596
H 1.6291 1.4064 1.2538 -0.298 0.705 -0.241
H 1.9062 2.4157 -0.2628 0.133 -1.593 0.516
H 0.3505 1.4280 -0.1298 3.398 -0.504 0.732
C -1.8962 -1.1830 -0.6755 -0.710 1.061 1.313
C -1.7422 -0.4922 0.7588 -2.704 1.232 -0.249
H -2.9193 -1.2447 -1.1171 0.313 0.653 0.872
H -1.3489 -0.5150 -1.4357 0.153 -2.211 1.006
H -1.7829 -2.2119 -0.3041 1.290 -0.187 -1.762
H -1.6863 0.5990 0.5589 0.731 -0.544 0.556
H -2.7661 -0.4964 1.3100 1.733 -0.576 -0.605
H -0.9370 -0.8988 1.4388 -0.833 0.558 -1.107
```
Positions in Å, forces in eV/Å.

Record 4
The following is a quantum chemistry calculation of a 2-piece molecular cluster, C4H12 overall, from OMol25.

Properties
**Charge**: 0
**SMILES**: CC.CC
**Energy relative to the best compared isomer or geometry (same formula, charge and spin)**: 0.260 eV
**Strongest force on any atom**: 1.5 eV/A
**HOMO-LUMO gap**: 12.83 eV
**DFT total energy**: -159.575415 hartree

XYZ file:
```
16
Properties=species:S:1:pos:R:3:forces:R:3
C 1.6043 -3.5566 -0.4842 -0.067 0.784 -1.327
C 2.0146 -3.6760 0.9346 0.287 -0.653 1.336
H 0.9767 -2.6577 -0.6055 0.211 -0.330 -0.278
H 1.0805 -4.4152 -0.9370 0.199 0.267 0.430
H 2.5531 -3.3987 -1.0242 -0.592 -0.042 -0.373
H 2.7123 -2.8560 1.1741 -0.282 -0.366 0.121
H 2.5454 -4.6355 1.0531 -0.078 0.395 0.343
H 1.1772 -3.6462 1.6518 0.320 -0.054 -0.252
C -1.6400 3.1080 0.3590 0.003 0.927 -0.340
C -1.9940 4.0721 -0.8328 -0.181 -0.757 0.502
H -1.2638 2.1045 0.0980 -0.196 0.520 -0.174
H -2.5561 2.9943 0.9627 0.460 -0.070 -0.101
H -0.8781 3.6216 0.9692 -0.266 -0.427 -0.023
H -2.8311 3.6326 -1.4009 0.317 0.335 0.066
H -1.1686 4.2870 -1.5323 -0.233 -0.222 0.421
H -2.3325 5.0218 -0.3856 0.097 -0.307 -0.350
```
Positions in Å, forces in eV/Å.

Record 5
The following is a quantum chemistry calculation of a 2-piece molecular cluster, C4H12 overall, from OMol25.

Properties
**Charge**: 0
**SMILES**: CC.CC
**Energy relative to the best compared isomer or geometry (same formula, charge and spin)**: 0.498 eV
**Strongest force on any atom**: 3.1 eV/A
**HOMO-LUMO gap**: 12.49 eV
**DFT total energy**: -159.566682 hartree

XYZ file:
```
16
Properties=species:S:1:pos:R:3:forces:R:3
C -0.1402 1.1007 1.8197 -0.747 0.747 0.515
C -1.4912 0.8061 1.1655 0.823 -0.203 -1.600
H -0.2058 2.0873 2.3106 0.257 -0.227 -0.351
H 0.0767 0.4145 2.6265 0.248 -0.348 0.049
H 0.6599 1.1264 1.0836 0.118 -0.146 0.145
H -1.4396 1.1611 0.1258 -0.212 0.398 0.236
H -2.3334 1.2842 1.6275 -0.370 -0.028 0.414
H -1.6605 -0.2529 0.9713 -0.228 -0.113 0.702
C 1.4874 -0.6520 -1.6597 1.269 -0.274 0.295
C 0.1513 -1.2342 -1.2802 -0.526 -1.099 -2.864
H 2.2650 -1.0759 -1.0072 -0.004 0.662 0.071
H 1.8509 -0.9015 -2.6660 -0.568 -0.332 0.079
H 1.4979 0.4335 -1.6736 0.041 0.177 0.484
H -0.4369 -1.1786 -2.2217 -0.555 0.780 0.799
H -0.3613 -0.8530 -0.4195 0.007 0.233 0.159
H 0.1733 -2.3226 -1.2865 0.449 -0.228 0.868
```
Positions in Å, forces in eV/Å.

Record 6
The following is a quantum chemistry calculation of a 2-piece molecular cluster, C4H12 overall, from OMol25.

Properties
**Charge**: 0
**SMILES**: CC.CC
**Energy relative to the best compared isomer or geometry (same formula, charge and spin)**: 0.047 eV
**Strongest force on any atom**: 0.5 eV/A
**HOMO-LUMO gap**: 12.92 eV
**DFT total energy**: -159.583233 hartree

XYZ file:
```
16
Properties=species:S:1:pos:R:3:forces:R:3
C 0.4523 1.8756 -0.9257 -0.153 -0.308 -0.284
C -1.0057 1.5700 -0.6262 -0.466 0.069 0.195
H 0.8698 2.5324 -0.1670 0.139 0.160 -0.126
H 1.0540 0.9653 -0.9678 0.015 0.037 0.147
H 0.5142 2.3334 -1.9180 0.214 0.111 0.220
H -1.2091 1.3792 0.4327 0.206 -0.094 -0.109
H -1.3793 0.7166 -1.1903 0.075 -0.061 -0.042
H -1.6346 2.4166 -0.9004 -0.030 0.090 0.004
C -0.1747 -1.8748 0.1747 -0.051 -0.458 0.124
C 0.7160 -1.5728 1.3668 -0.016 0.013 0.256
H 0.2704 -1.5574 -0.7661 -0.008 0.039 -0.057
H -0.3332 -2.9565 0.1219 -0.082 0.112 -0.134
H -1.1534 -1.4161 0.2838 -0.050 0.156 -0.119
H 0.1469 -1.6224 2.3006 0.116 -0.027 -0.087
H 1.5257 -2.2947 1.4351 0.117 -0.064 0.037
H 1.1739 -0.5902 1.3126 -0.026 0.225 -0.022
```
Positions in Å, forces in eV/Å.

Record 7
The following is a quantum chemistry calculation of a 2-piece molecular cluster, C4H12 overall, from OMol25.

Properties
**Charge**: 0
**SMILES**: CC.CC
**Energy relative to the best compared isomer or geometry (same formula, charge and spin)**: 2.555 eV
**Strongest force on any atom**: 6.7 eV/A
**HOMO-LUMO gap**: 12.20 eV
**DFT total energy**: -159.491075 hartree

XYZ file:
```
16
Properties=species:S:1:pos:R:3:forces:R:3
C -0.6026 -2.1564 -0.5106 -0.680 1.716 1.018
C -0.0802 -1.3480 -1.7573 -3.285 2.976 3.342
H -1.0479 -3.1674 -0.6144 0.142 0.809 -0.459
H 0.1974 -2.2526 0.2912 -0.977 0.203 -0.956
H -1.3917 -1.3797 -0.1720 1.014 -2.030 0.425
H -0.9100 -0.3853 -1.9021 2.532 -3.059 -0.445
H 0.1540 -1.9494 -2.5378 0.336 -1.337 -2.832
H 0.7939 -0.8762 -1.3815 0.905 0.602 -0.190
C 0.6782 2.3049 1.5350 -3.386 4.240 -3.899
C 0.0184 1.1661 0.6686 -0.728 -1.148 4.130
H 1.1705 1.7869 2.2138 2.689 -1.527 3.580
H 1.3882 2.9635 0.8550 -1.338 -1.394 1.504
H -0.1149 3.1331 2.0564 2.103 -2.652 -1.421
H -0.8714 1.4960 0.1945 -0.676 -0.126 -0.715
H 0.7165 0.7003 0.0774 1.674 -0.189 -2.230
H -0.1681 0.1309 1.3055 -0.326 2.916 -0.852
```
Positions in Å, forces in eV/Å.

Record 8
The following is a quantum chemistry calculation of a 2-piece molecular cluster, C4H12 overall, from OMol25.

Properties
**Charge**: 0
**SMILES**: CC.CC
**Energy relative to the best compared isomer or geometry (same formula, charge and spin)**: 1.167 eV
**Strongest force on any atom**: 4.3 eV/A
**HOMO-LUMO gap**: 12.58 eV
**DFT total energy**: -159.542092 hartree

XYZ file:
```
16
Properties=species:S:1:pos:R:3:forces:R:3
C -0.9962 1.6190 1.7163 -2.070 2.237 0.645
C -1.7812 0.9746 0.5502 -0.820 3.142 0.787
H -0.7672 0.9660 2.5700 -0.213 -0.086 -0.498
H -0.0890 2.1462 1.4578 0.182 0.111 -0.264
H -1.7514 2.4063 2.1062 1.632 -0.963 -0.117
H -1.3133 0.9735 -0.3791 1.088 0.600 -1.666
H -1.7209 0.0152 0.8204 -1.099 -4.110 0.655
H -2.8212 1.4147 0.4027 1.320 -0.943 0.447
C 1.9670 -0.7710 -0.9891 -0.239 -1.768 -1.999
C 0.8365 -1.8019 -1.3019 0.319 -0.080 -0.064
H 2.8661 -1.4275 -1.0593 -0.214 0.934 0.794
H 2.1116 -0.0062 -1.8043 -0.494 -0.459 1.179
H 1.6854 -0.4414 -0.0110 0.787 0.926 0.511
H 1.1242 -2.3939 -2.2201 -0.836 0.419 1.110
H 0.6743 -2.4200 -0.3948 0.695 -0.293 -0.678
H -0.1548 -1.3567 -1.3418 -0.038 0.334 -0.841
```
Positions in Å, forces in eV/Å.

Record 9
The following is a quantum chemistry calculation of a 2-piece molecular cluster, C4H12 overall, from OMol25.

Properties
**Charge**: 0
**SMILES**: CC.CC
**Energy relative to the best compared isomer or geometry (same formula, charge and spin)**: 0.339 eV
**Strongest force on any atom**: 2.1 eV/A
**HOMO-LUMO gap**: 12.62 eV
**DFT total energy**: -159.572510 hartree

XYZ file:
```
16
Properties=species:S:1:pos:R:3:forces:R:3
C 1.8199 0.8813 0.2677 0.142 0.518 1.152
C 1.7691 0.1552 1.6186 1.179 -1.644 -0.460
H 0.8697 0.9574 -0.2362 -0.189 0.005 0.051
H 2.1449 1.8671 0.5873 0.003 0.511 -0.777
H 2.5409 0.4748 -0.4404 0.099 -0.116 0.246
H 0.9381 0.3571 2.2806 -0.265 0.335 -0.130
H 2.7052 0.3174 2.1692 -0.254 0.427 0.008
H 1.8335 -0.9317 1.4758 -0.518 0.022 -0.021
C -1.5535 0.1302 -0.7661 -0.157 1.596 0.711
C -2.0874 -1.2033 -1.1964 -0.267 -0.313 -0.173
H -2.3070 0.9285 -0.7704 -0.202 -0.298 -0.016
H -1.1683 0.1276 0.2603 -0.130 -0.247 -0.086
H -0.7585 0.5828 -1.3534 0.169 -0.565 -0.429
H -3.0531 -1.4211 -0.7356 0.147 0.020 0.306
H -2.3115 -1.2428 -2.2649 0.407 -0.087 -0.024
H -1.3819 -1.9805 -0.8960 -0.164 -0.164 -0.357
```
Positions in Å, forces in eV/Å.

Record 10
The following is a quantum chemistry calculation of a 2-piece molecular cluster, C4H12 overall, from OMol25.

Properties
**Charge**: 0
**SMILES**: CC.CC
**Energy relative to the best compared isomer or geometry (same formula, charge and spin)**: 0.202 eV
**Strongest force on any atom**: 1.3 eV/A
**HOMO-LUMO gap**: 12.75 eV
**DFT total energy**: -159.577537 hartree

XYZ file:
```
16
Properties=species:S:1:pos:R:3:forces:R:3
C 1.3567 1.2816 0.0762 0.552 -0.248 0.794
C 2.5162 1.8702 -0.7308 -0.814 -0.181 -0.951
H 0.8489 0.4851 -0.4544 -0.253 0.062 -0.292
H 1.7520 0.7779 0.9650 -0.082 0.218 0.094
H 0.6406 2.0207 0.4315 -0.083 0.002 -0.219
H 3.4236 1.2954 -0.5742 0.226 0.287 0.094
H 2.6461 2.9435 -0.6179 0.311 -0.046 0.552
H 2.2693 1.7787 -1.7920 0.133 -0.102 -0.073
C -1.3179 -1.6434 0.7850 -0.510 -0.551 0.573
C -2.5306 -1.4543 -0.1167 0.060 0.441 -0.218
H -0.4718 -2.0097 0.2094 0.201 0.210 0.025
H -1.0628 -0.7659 1.3749 0.193 0.253 -0.344
H -1.5270 -2.4095 1.5382 -0.013 -0.058 -0.078
H -2.2628 -0.8364 -0.9760 0.003 -0.208 -0.173
H -3.3627 -0.9209 0.3378 0.014 -0.067 0.401
H -2.9179 -2.4128 -0.4560 0.061 -0.012 -0.186
```
Positions in Å, forces in eV/Å.